Below is one molecule with the formula C3H5Br in a non-equilibrium geometry, with properties calculated with ωB97M-V with the def2-TZVPD basis set.

The geometry in XYZ format:
```
9
Properties=species:S:1:pos:R:3
C 0.21186 -1.49678 -0.45097
C -0.50042 -0.05954 0.27889
C 0.29932 1.15538 0.25783
Br -2.32819 0.01068 0.60707
H -0.57045 -2.21814 -0.78368
H 1.35630 -1.62821 -0.58918
H 0.37192 1.43325 -0.74968
H -0.17134 1.87442 0.88313
H 1.33100 0.92894 0.54659
```

## Properties
E (Ha): -2691.1774
Kohn-Sham gap (spin up / spin down) (eV): 8.9836 / 8.2178
SMILES: C=C(C)Br
Strongest force on any atom (eV/A): 8.48
E_LUMO (spin up / spin down) (eV): 0.40 / 0.25
Energy relative to the best compared isomer or geometry (same formula, charge and spin) (eV): 2.962